The following is a quantum chemistry calculation of one molecule with the formula C5H10NO4 at a distorted geometry, from the Open Molecules 2025 dataset.

Output
2S+1: 2
E_HOMO (alpha / beta): -8.7 / -10.6 eV
LUMO energy (alpha / beta): 0.0 / -0.2 eV
E_tot: -15020.575 eV
<S²>: 0.754

Geometry (Å):
N1 -0.15282 0.11842 1.01054
O1 -0.54560 -1.01168 1.13783
O2 -1.02414 1.26038 1.64936
O3 0.74404 0.63958 0.39468
C1 -0.40137 2.59927 4.42486
C2 -1.61976 2.62946 3.50081
C3 -1.45245 3.61519 2.35413
C4 -1.79976 1.13917 2.84802
C5 -3.15289 0.76229 2.64221
O4 -2.80976 2.84613 4.23424
H1 0.45803 2.18136 3.87902
H2 -0.16257 3.62230 4.74312
H3 -0.60755 1.97821 5.30723
H4 -0.62285 3.25700 1.74011
H5 -2.35117 3.61375 1.72982
H6 -1.23311 4.62457 2.70605
H7 -1.28390 0.44851 3.57236
H8 -3.35638 -0.24778 2.28650
H9 -3.89215 1.41025 3.09356
H10 -2.81030 3.76332 4.55010

=====

The following is a quantum chemistry calculation of a 2-piece molecular cluster, C5H10NO5P overall at a distorted geometry, from the Open Molecules 2025 dataset.

Output
2S+1: 1
E_HOMO (alpha / beta): 0.6 / 0.1 eV
LUMO energy (alpha / beta): 6.2 / 6.2 eV
E_tot: -26362.724 eV
Charge: -2

Geometry (Å):
C1 2.10614 1.30894 -0.04885
C2 -0.11314 0.33527 2.07653
C3 -1.13650 -0.12546 -1.39459
C4 0.88559 -1.26649 -0.91791
C5 0.58169 1.06349 -0.35964
N1 0.23400 -0.00895 -1.10452
O1 2.31747 2.26854 0.69308
O2 0.31855 3.67120 0.37623
O3 -0.40190 2.98755 -2.02451
O4 2.98334 0.57024 -0.52051
O5 -1.73641 2.41842 0.11996
P1 -0.42462 2.57463 -0.56761
H1 0.80993 0.58424 2.47781
H2 -0.19938 -0.77323 1.90285
H3 -1.08527 0.70402 2.34513
H4 -1.46214 -0.67336 -2.27921
H5 -1.51237 -0.62547 -0.47527
H6 -1.67954 0.85662 -1.54754
H7 0.52960 -1.86778 -1.75081
H8 1.93919 -1.24742 -1.15985
H9 0.67711 -1.43507 0.06949
H10 1.18252 3.28771 0.43494

=====

Energy relative to the best compared isomer or geometry (same formula, charge and spin) (kJ/mol)
0.0 192.7